Here is a single C20H21F2N3O3 molecule from the OMol25 dataset. Energies are from ωB97M-V/def2-TZVPD.

Energy relative to the best compared isomer or geometry (same formula, charge and spin) ... 0.0000 eV
SMILES ... CCN(CC(=O)Nc1c(F)cccc1F)C(=O)CNC(=O)c1cccc(C)c1
Highest occupied orbital energy ... -8.9 eV
Gap between HOMO and LUMO ... 9.60 eV

Each line ends with the Mulliken charge.
Atoms and positions in Å:
C: -0.40814 1.60600 -1.86705  -0.38
C: 4.96140 -1.78881 0.09232  -1.57
C: 3.05021 1.12437 1.58776  -0.61
C: 4.07001 0.36963 1.03174  -0.81
H: -1.61012 -3.75650 0.49765  0.26
H: 5.16432 -2.65481 0.72081  0.39
C: 0.65641 3.77821 -2.08734  -0.83
H: 5.87675 -1.21124 -0.00808  0.38
H: -4.12783 0.15900 2.87112  0.42
F: -1.64207 3.54023 -2.45177  -0.30
C: 0.86631 1.07986 -1.64413  0.64
N: -3.26642 -1.10161 -0.17072  0.08
N: -1.51951 0.76278 -1.85334  -0.05
C: 1.57911 -0.76691 1.44495  0.48
C: -2.69805 1.03833 -1.22498  0.63
H: -1.99316 -2.49198 1.71076  0.53
C: -3.49750 0.09824 1.98822  -0.67
H: -1.33733 -0.22558 -2.04769  0.41
H: 4.66953 -2.15381 -0.89172  0.31
H: -3.52532 1.05561 1.47475  0.26
C: -3.64484 -0.17344 -1.23096  -1.12
O: -1.67543 -1.93899 -1.51176  -0.83
C: -0.47225 2.97805 -2.11797  0.89
C: -2.20846 -1.89493 -0.40457  0.94
H: -2.47669 -0.10042 2.30605  0.08
H: 2.44858 -2.55798 0.64421  0.53
C: 0.21588 -1.31762 1.67201  0.12
C: -1.56483 -2.68856 0.73056  -0.95
H: -3.96918 -1.97702 1.58361  0.45
C: 2.60911 -1.51944 0.89580  -0.16
H: 2.95910 1.38078 -1.44112  0.54
H: 2.77393 3.83895 -1.80874  0.41
C: -4.00764 -1.01236 1.07505  -0.89
H: -5.05348 -0.82387 0.81364  0.41
C: 1.89421 3.21665 -1.83228  -0.45
H: -4.66071 0.17755 -1.05291  0.46
H: 5.04041 0.81746 0.86856  0.36
C: 3.86319 -0.96002 0.68666  1.02
H: -3.58823 -0.69024 -2.19289  0.40
H: 0.54670 4.83338 -2.27943  0.45
C: 1.80848 0.55897 1.80146  -0.96
H: 0.32667 -2.34825 -0.08897  0.35
C: 2.00788 1.85200 -1.62653  -0.71
H: 3.22608 2.15618 1.85350  0.44
O: -0.49284 -0.95507 2.59436  -0.70
N: -0.17909 -2.26736 0.78194  -0.13
O: -2.96929 2.07926 -0.68098  -0.62
F: 0.97170 -0.25425 -1.44835  -0.37
H: 1.00243 1.12960 2.23680  0.51

Atomic forces in eV per Å
C 0.20 0.32 0.16
C -0.02 -0.04 0.01
C -0.03 0.02 0.05
C -0.01 -0.08 0.01
H -0.11 0.14 0.02
H 0.08 -0.07 0.00
C -0.15 0.02 0.02
H 0.08 -0.01 -0.03
H -0.09 0.03 0.14
F 0.16 -0.13 -0.01
C -0.03 0.27 -0.06
N -0.09 0.00 -0.23
N 0.30 -0.27 -0.36
C 0.31 0.21 0.08
C -0.25 -0.38 -0.05
H 0.00 -0.09 -0.12
C -0.09 -0.12 -0.08
H -0.17 0.23 0.03
H 0.06 -0.04 -0.07
H -0.04 0.09 -0.03
C 0.05 0.11 -0.23
O 0.22 -0.28 -0.17
C 0.16 -0.06 -0.04
C -0.16 -0.17 0.18
H 0.01 -0.01 0.00
H -0.03 -0.14 -0.04
C -0.02 -0.17 0.04
C 0.03 0.02 0.02
H -0.07 0.06 -0.07
C -0.10 0.17 0.10
H 0.08 -0.08 0.04
H 0.09 0.07 -0.01
C -0.01 0.15 0.57
H 0.10 -0.14 0.00
C -0.13 -0.10 -0.03
H 0.13 0.00 0.00
H 0.10 0.02 -0.02
C 0.03 0.06 -0.03
H -0.07 0.06 0.12
H -0.05 0.10 -0.02
C -0.10 -0.08 0.03
H -0.03 0.11 0.08
C -0.07 -0.17 -0.02
H 0.00 0.09 0.02
O 0.04 0.12 0.10
N 0.00 -0.28 -0.20
O -0.10 0.26 0.16
F -0.13 0.14 -0.09
H -0.08 0.04 0.05



Here is a molecular structure, C20H21IrN6O2 from the OMol25 dataset. Energies are from ωB97M-V/def2-TZVPD.

Energy relative to the best compared isomer or geometry (same formula, charge and spin) ... 3.5502 eV
Charge ... +2
Highest occupied orbital energy (spin up / spin down) ... -12.3 / -12.3 eV
Gap between HOMO and LUMO (spin up / spin down) ... 4.97 / 4.86 eV

Each line ends with the Mulliken charge.
Atoms and positions in Å:
C: 1.02531 1.83472 -1.46556  0.32
C: -3.76285 0.63430 2.86334  -0.90
H: -4.55712 -1.92458 3.05106  0.48
H: -4.53955 0.48518 3.59551  0.43
C: -3.27773 -0.46384 2.12688  0.99
C: -1.68891 1.03977 0.91592  0.71
H: 3.75393 0.83053 -3.97394  0.43
N: 3.34301 -1.59976 2.57659  -0.26
C: 2.90540 2.45898 -2.87278  -0.53
H: 2.50106 4.90410 -1.83095  0.44
C: -2.24797 -0.27314 1.16601  0.31
C: -0.01606 3.48482 -0.05164  -0.67
N: -1.76375 -1.32660 0.48455  -0.10
C: -3.76836 -1.76790 2.33133  -0.53
C: 1.91843 2.83246 -1.94098  1.06
H: 2.52117 -3.56284 2.34987  0.32
C: 1.82441 -2.17695 0.82723  0.80
H: 3.59294 3.20909 -3.23371  0.47
C: -3.22703 -2.81612 1.63216  -0.92
H: -1.28821 -0.93265 -3.43678  0.32
Ir: -0.03035 -0.96503 -0.86133  1.73
H: 0.75790 5.46028 -0.16312  0.42
N: -0.72522 1.10018 -0.03572  -0.10
C: 0.85423 4.45456 -0.53732  -1.46
H: -0.28356 -2.88292 -4.00588  0.28
C: 2.98629 1.15462 -3.29020  -0.92
C: 2.04631 0.24264 -2.80310  -0.04
O: 1.65190 -0.93448 0.98308  -0.93
H: -3.57781 2.72673 3.19299  0.43
C: -2.21810 2.07510 1.69932  -0.71
C: 0.02602 2.14545 -0.46549  0.84
H: 3.74019 -3.13800 1.14054  0.30
H: -1.87503 3.08401 1.59608  0.28
N: 1.10665 0.57560 -1.93822  0.01
H: -1.75375 -3.34912 0.15336  0.40
H: -3.55407 -3.83041 1.79028  0.43
H: 2.06262 -0.78714 -3.13520  0.47
H: -0.45469 -3.47354 -2.48022  0.23
H: 3.13276 -1.72139 3.56810  0.36
C: -3.22266 1.87389 2.63919  -1.47
N: -0.30785 -2.62643 -3.02011  -0.41
O: 1.19482 -2.87659 0.03964  -0.70
H: -0.73413 3.82648 0.66540  0.33
C: -2.21545 -2.54426 0.70913  -0.02
H: -2.27311 -2.03010 -2.68927  0.28
C: 2.92638 -2.74949 1.75152  -0.51
H: 2.66795 -0.84240 2.10079  0.37
N: -1.31901 -1.65487 -2.71942  -0.53
C: 1.81922 4.15438 -1.46310  -0.89
H: 4.32345 -1.33733 2.46419  0.36

Atomic forces in eV per Å
C -0.45 1.09 0.75
C 0.16 0.43 -0.07
H -0.07 -0.03 0.09
H -0.11 -0.04 0.06
C 0.11 0.08 -0.11
C -1.33 -0.47 1.06
H -0.01 -0.07 -0.11
N -0.35 0.79 -0.13
C -0.11 -0.38 0.05
H 0.06 0.08 -0.05
C -0.13 1.33 0.45
C -0.55 -1.00 0.12
N 1.92 -1.53 -1.21
C 0.27 -0.13 -0.22
C -0.18 -0.05 0.05
H 0.08 0.06 0.05
C 0.48 -0.46 0.51
H 0.09 0.04 -0.04
C -0.12 0.19 0.06
H 0.03 0.03 0.17
Ir -3.29 5.26 2.04
H -0.01 0.14 0.04
N 0.98 -3.02 -1.50
C 0.73 0.03 -0.62
H -0.16 0.10 0.06
C -0.11 0.25 0.02
C 0.37 0.01 -0.41
O -1.26 0.73 -1.24
H -0.06 0.11 0.10
C 0.75 -0.19 -0.90
C 1.07 1.04 -0.72
H 0.02 0.06 0.11
H 0.01 -0.02 -0.03
N 0.32 -2.62 0.12
H 0.06 -0.02 0.00
H -0.05 -0.10 -0.05
H 0.00 -0.04 0.08
H -0.14 0.12 0.03
H 0.09 0.09 -0.11
C -0.50 -0.75 0.33
N 0.10 -0.31 -0.31
O -0.16 -0.33 -0.80
H -0.01 -0.05 0.00
C -0.20 -0.33 0.15
H 0.26 0.15 0.32
C -0.54 -0.53 -0.69
H 0.81 -0.35 0.75
N 1.56 0.60 1.38
C -0.31 0.08 0.28
H -0.13 -0.07 0.08